ORCA calculation (ωB97M-V/def2-TZVPD) on 2 unconnected molecules or ions with the total composition FH3OSi.

Summary:
Lowest unoccupied orbital energy ... -1.02 eV
SMILES ... O=[SiH2].F
ΔE to the lowest compared entry with this formula, charge and spin ... 324.34 kJ/mol
2S+1 ... 1
HOMO level ... -11.35 eV
Max |F| ... 2.907 eV Å⁻¹

Positions of all 6 atoms, in Å:
O (0.1755, -0.7969, -0.0310)
Si (-1.0632, 0.0822, 0.0247)
H (-1.6229, 0.2128, -1.2374)
H (-1.6027, 0.7764, 1.3156)
F (2.4239, 0.0983, -0.1566)
H (1.6895, -0.3727, 0.0847)

Cartesian forces (eV/Å) of the 3 atoms listed first:
O -0.4 -0.2 0.6
Si 0.9 0.0 2.2
H -1.4 0.6 -1.4



ORCA calculation (ωB97M-V/def2-TZVPD) on 11 unconnected molecules or ions with the total composition C14H50O18.

Summary:
Lowest unoccupied orbital energy ... -0.77 eV
SMILES ... OCCO.OCCO.OCCO.OCCO.OCCO.OCCO.OCCO.O.O.O.O
ΔE to the lowest compared entry with this formula, charge and spin ... 363.37 kJ/mol
2S+1 ... 1
HOMO level ... -9.59 eV
Max |F| ... 3.510 eV Å⁻¹

Positions of all 82 atoms, in Å:
O (-3.8408, -0.0484, 1.9428)
C (-3.7668, 0.2047, 0.5211)
C (-2.7947, -0.8417, 0.0907)
O (-2.3225, -0.4532, -1.1908)
H (-4.3192, -0.8928, 2.0416)
H (-4.7992, 0.0420, 0.2747)
H (-3.4384, 1.2033, 0.3955)
H (-3.2517, -1.8571, 0.0603)
H (-1.9548, -0.7937, 0.7605)
H (-3.0124, -0.1858, -1.8498)
O (2.3043, 2.1236, 0.8954)
C (2.9890, 2.5976, 2.0182)
C (4.2959, 1.8545, 2.1470)
O (5.2196, 2.3880, 3.1501)
H (1.9111, 1.2573, 1.1224)
H (3.1093, 3.6730, 2.0491)
H (2.4335, 2.3903, 2.8864)
H (4.7766, 1.7531, 1.1102)
H (4.1509, 0.8881, 2.4896)
H (5.2758, 1.7495, 3.8674)
O (-1.4038, 3.7774, -3.5526)
C (-1.5529, 2.3921, -3.6407)
C (-0.1810, 1.7440, -3.4641)
O (-0.5102, 0.4026, -3.6705)
H (-2.2262, 4.1812, -3.2163)
H (-2.3335, 1.9816, -3.0207)
H (-1.9507, 2.2101, -4.6378)
H (0.0974, 1.6910, -2.4070)
H (0.6259, 2.0667, -4.1822)
H (-0.6181, 0.2785, -4.6160)
O (-0.3570, -1.9288, 2.4638)
C (-0.9524, -2.4332, 3.6261)
C (-2.4371, -2.0298, 3.7319)
O (-2.9572, -2.5340, 4.9170)
H (-0.3927, -0.9887, 2.6841)
H (-0.8756, -3.5155, 3.5918)
H (-0.4837, -2.0674, 4.4792)
H (-3.0375, -2.3220, 2.8949)
H (-2.4657, -0.9678, 3.7903)
H (-2.6839, -1.9691, 5.6305)
O (-0.7560, -4.3567, 0.6582)
C (-1.4226, -4.2485, -0.5322)
C (-2.6660, -5.1118, -0.4998)
O (-3.2398, -5.1832, -1.7941)
H (0.1105, -3.9247, 0.6372)
H (-1.6311, -3.1666, -0.7010)
H (-0.7140, -4.5366, -1.3454)
H (-3.2747, -4.6568, 0.2853)
H (-2.4595, -6.0977, -0.1632)
H (-2.6313, -5.5636, -2.4362)
O (-1.3326, 2.3494, 0.3827)
C (-0.6499, 3.4458, -0.2363)
C (-0.3688, 4.6252, 0.7450)
O (0.2338, 5.6130, -0.0629)
H (-1.3175, 1.5909, -0.2021)
H (0.3139, 3.0192, -0.4131)
H (-1.1688, 3.7409, -1.1196)
H (0.3568, 4.2901, 1.4792)
H (-1.2181, 5.0193, 1.3115)
H (1.0707, 5.3040, -0.3356)
O (2.3867, 2.5922, -1.8034)
C (3.3079, 1.6432, -2.3810)
C (3.1830, 0.2682, -1.8020)
O (4.0367, -0.5587, -2.5534)
H (2.5956, 2.5903, -0.8554)
H (3.1313, 1.5839, -3.4030)
H (4.2520, 2.1035, -2.2365)
H (2.2131, -0.1886, -1.8866)
H (3.4517, 0.2748, -0.7756)
H (4.2393, -1.2878, -1.9750)
O (-0.0781, -2.0830, -2.6169)
H (-0.1287, -1.1439, -2.6242)
H (0.3392, -2.2820, -1.7994)
O (2.2386, -0.8237, 1.7067)
H (3.0890, -1.1469, 1.9510)
H (2.0115, -0.7520, 2.6090)
O (1.6089, -2.7592, -0.2416)
H (1.9133, -2.5210, 0.6384)
H (2.3830, -3.1020, -0.7277)
O (0.2140, -0.2113, -0.4655)
H (-0.6474, -0.5748, -0.6511)
H (0.7551, -0.7938, 0.0516)

Cartesian forces (eV/Å) of the 3 atoms listed first:
O -0.4 0.1 0.9
C -0.8 -1.9 2.9
C -1.3 0.5 -2.0



ORCA calculation (ωB97M-V/def2-TZVPD) on 2 unconnected molecules or ions with the total composition C4H11NO.

Summary:
Lowest unoccupied orbital energy ... 0.92 eV
SMILES ... CC=O.CNC
ΔE to the lowest compared entry with this formula, charge and spin ... 170.41 kJ/mol
2S+1 ... 1
HOMO level ... -9.06 eV
Max |F| ... 1.684 eV Å⁻¹

Positions of all 17 atoms, in Å:
C (-0.1742, -0.7519, 1.4619)
C (-0.6120, -2.1474, 1.7950)
O (-0.5916, -2.6249, 2.9035)
H (0.1146, -0.6593, 0.4124)
H (0.5656, -0.2873, 2.0992)
H (-1.2025, -0.3548, 1.4339)
H (-1.0611, -2.7252, 0.9949)
C (-0.2464, 2.4674, -1.2591)
N (0.0117, 1.2092, -1.9782)
C (1.4167, 1.0220, -2.2488)
H (-0.2856, 3.3223, -1.9392)
H (-1.2193, 2.3616, -0.7790)
H (0.5043, 2.6021, -0.4846)
H (-0.5110, 1.2166, -2.8453)
H (1.8768, 1.7869, -2.8960)
H (1.5928, 0.0686, -2.7503)
H (1.9766, 0.9750, -1.3166)

Cartesian forces (eV/Å) of the 3 atoms listed first:
C -0.9 -0.7 -1.2
C 0.8 0.0 1.1
O 0.1 0.1 -0.1



ORCA calculation (ωB97M-V/def2-TZVPD) on 5 unconnected molecules or ions with the total composition C17H34BF5N4O14S.

Summary:
Lowest unoccupied orbital energy ... -0.66 eV
SMILES ... O=S1(=O)O[C@@](CCCO)(CCCC(F)(F)C(F)(F)F)CC[C@@H]1CB(O)O.C[N+](=O)[O-].C[N+](=O)[O-].C[N+](=O)[O-].C[N+](=O)[O-]
2S+1 ... 1
HOMO level ... -10.09 eV
Max |F| ... 7.335 eV Å⁻¹

Positions of all 76 atoms, in Å:
O (-3.9590, 1.1277, 2.5780)
S (-2.4996, 1.2139, 2.1735)
O (-2.4854, 1.4416, 0.6905)
O (-1.7986, -0.1959, 2.6983)
C (-0.3957, -0.1008, 3.0191)
C (-0.1006, -1.3102, 4.0664)
C (-1.2194, -1.4582, 5.2004)
C (-2.1095, -2.7407, 4.8367)
O (-3.3767, -2.6896, 5.5577)
C (0.5964, -0.4204, 1.7737)
C (0.6023, 0.6871, 0.6386)
C (0.0531, 0.2980, -0.7931)
C (-0.7302, -1.0572, -0.9406)
F (-1.7382, -1.2967, -0.0013)
F (0.2405, -2.1122, -0.9497)
C (-1.4360, -1.1440, -2.3929)
F (-0.4916, -0.7585, -3.3717)
F (-2.6131, -0.4079, -2.4714)
F (-1.6685, -2.5232, -2.6236)
C (0.0975, 1.2336, 3.7353)
C (-1.0462, 2.1856, 4.3210)
C (-1.8517, 2.7449, 3.0224)
C (-2.9816, 3.8072, 3.3782)
B (-3.3036, 4.5959, 1.9718)
O (-2.3579, 5.5207, 1.3771)
O (-4.5234, 4.3499, 1.2622)
H (0.9681, -1.2484, 4.4792)
H (-0.1144, -2.2604, 3.4250)
H (-1.8268, -0.5079, 5.2897)
H (-0.6831, -1.7281, 6.1774)
H (-1.6013, -3.7245, 5.1420)
H (-2.2730, -2.8024, 3.7029)
H (-3.7675, -3.5869, 5.5371)
H (1.6416, -0.4126, 2.2565)
H (0.4269, -1.4904, 1.4465)
H (0.0547, 1.6290, 1.0007)
H (1.6803, 1.0307, 0.5035)
H (0.9373, 0.3185, -1.5245)
H (-0.6339, 1.1455, -1.1556)
H (0.7526, 0.9296, 4.6289)
H (0.7776, 1.8872, 3.0839)
H (-0.5840, 3.0584, 4.8886)
H (-1.8024, 1.6056, 4.9352)
H (-1.0512, 3.1687, 2.3150)
H (-3.9319, 3.3712, 3.8102)
H (-2.4855, 4.5908, 4.0540)
H (-1.9520, 5.1355, 0.5736)
H (-4.3777, 4.3818, 0.2954)
C (3.7707, 3.4317, -1.7991)
N (2.8724, 2.5100, -1.0577)
O (1.9859, 3.0109, -0.3804)
O (3.0876, 1.3157, -1.1817)
H (3.4649, 4.4561, -1.5977)
H (4.7859, 3.2551, -1.4455)
H (3.6758, 3.2015, -2.8655)
C (3.5942, 3.0686, -6.7427)
N (3.1569, 3.6539, -5.4490)
O (2.0176, 4.0693, -5.3783)
O (3.9797, 3.6747, -4.5453)
H (2.7661, 3.1168, -7.4463)
H (4.4390, 3.6557, -7.0996)
H (3.8819, 2.0352, -6.5549)
C (-1.3389, -4.9990, -4.0899)
N (-0.6630, -5.9922, -4.9637)
O (-1.2175, -6.2955, -6.0030)
O (0.4044, -6.4315, -4.5707)
H (-2.2715, -4.6950, -4.5597)
H (-1.5288, -5.4795, -3.1313)
H (-0.6681, -4.1494, -3.9800)
C (2.3314, -4.6062, -2.8311)
N (3.7744, -4.4905, -2.4963)
O (4.4588, -3.7728, -3.2044)
O (4.1683, -5.1244, -1.5346)
H (2.1239, -3.9918, -3.7046)
H (2.1250, -5.6540, -3.0396)
H (1.7653, -4.2552, -1.9690)

Cartesian forces (eV/Å) of the 3 atoms listed first:
O 4.3 -0.4 0.1
S -6.9 0.8 -2.5
O 1.7 -0.7 3.0



ORCA calculation (ωB97M-V/def2-TZVPD) on a molecular structure, C2H8S4Si.

Summary:
Lowest unoccupied orbital energy ... 0.42 eV
ΔE to the lowest compared entry with this formula, charge and spin ... 335.97 kJ/mol
2S+1 ... 1
HOMO level ... -9.06 eV
Max |F| ... 2.085 eV Å⁻¹

Positions of all 15 atoms, in Å:
C (-0.4016, 0.5844, 0.5789)
C (0.9074, 0.2367, -0.0754)
Si (-1.8190, -0.6197, 0.1321)
S (-1.1073, 2.3038, -0.0360)
S (1.3327, -1.4233, 0.6077)
S (0.5783, 0.2292, -1.8921)
S (2.3681, 1.1911, 0.5311)
H (-0.1459, 0.7613, 1.6851)
H (-2.9373, -0.0576, 0.7463)
H (-1.4777, -1.9515, 0.6036)
H (-1.9813, -0.4057, -1.2784)
H (-1.2540, 1.8705, -1.2749)
H (2.6205, -1.4377, 0.5171)
H (1.7769, -0.2452, -2.4699)
H (2.0110, 2.2815, -0.1683)

Cartesian forces (eV/Å) of the 3 atoms listed first:
C -0.5 1.8 1.0
C 1.8 -0.7 -0.3
Si 1.3 0.5 0.3



Copy entry 3 word for word.
ORCA calculation (ωB97M-V/def2-TZVPD) on 2 unconnected molecules or ions with the total composition C4H11NO.

Summary:
Lowest unoccupied orbital energy ... 0.92 eV
SMILES ... CC=O.CNC
ΔE to the lowest compared entry with this formula, charge and spin ... 170.41 kJ/mol
2S+1 ... 1
HOMO level ... -9.06 eV
Max |F| ... 1.684 eV Å⁻¹

Positions of all 17 atoms, in Å:
C (-0.1742, -0.7519, 1.4619)
C (-0.6120, -2.1474, 1.7950)
O (-0.5916, -2.6249, 2.9035)
H (0.1146, -0.6593, 0.4124)
H (0.5656, -0.2873, 2.0992)
H (-1.2025, -0.3548, 1.4339)
H (-1.0611, -2.7252, 0.9949)
C (-0.2464, 2.4674, -1.2591)
N (0.0117, 1.2092, -1.9782)
C (1.4167, 1.0220, -2.2488)
H (-0.2856, 3.3223, -1.9392)
H (-1.2193, 2.3616, -0.7790)
H (0.5043, 2.6021, -0.4846)
H (-0.5110, 1.2166, -2.8453)
H (1.8768, 1.7869, -2.8960)
H (1.5928, 0.0686, -2.7503)
H (1.9766, 0.9750, -1.3166)

Cartesian forces (eV/Å) of the 3 atoms listed first:
C -0.9 -0.7 -1.2
C 0.8 0.0 1.1
O 0.1 0.1 -0.1



Q: Which of these has the lowest lowest unoccupied orbital energy?
A: FH3OSi



Q: lowest unoccupied orbital energy of number 5 (C2H8S4Si)?
A: 0.42 eV



Q: What is the HOMO level in the third record?
A: -9.06 eV